Density functional theory data (ωB97M-V with the def2-TZVPD basis set) for a cluster of 7 separate species, C25H38Cl2O12 in total in a non-equilibrium geometry.

Last column: Löwdin charge in e.
Element x y z (Å)
O -3.295017 2.605016 3.941677  0.115
C -2.321874 2.160202 3.405019  -0.494
C -2.034070 2.034317 1.916568  -0.070
C -0.519684 1.961436 1.877735  -0.143
C -0.175355 1.342538 3.235445  -0.139
O -1.255439 1.738170 4.116109  0.017
H -2.416026 1.068404 1.574599  0.097
H -2.468364 2.870760 1.381651  0.121
H -0.113783 1.280939 1.132504  0.087
H -0.020247 2.931382 1.852105  0.119
H -0.153378 0.252339 3.207225  0.086
H 0.779709 1.610493 3.684927  0.128
O 3.982966 -0.270948 -2.549803  0.119
C 4.791191 -1.094839 -2.245731  -0.476
C 6.222255 -0.907975 -1.815025  -0.067
C 6.662234 -2.284386 -1.297043  -0.138
C 5.586927 -3.235581 -1.863928  -0.146
O 4.507680 -2.420618 -2.313426  0.020
H 6.785215 -0.638158 -2.710560  0.132
H 6.346964 -0.100486 -1.099574  0.127
H 7.641189 -2.519614 -1.716822  0.109
H 6.795317 -2.342114 -0.220021  0.111
H 5.989002 -3.824563 -2.685576  0.123
H 5.229110 -3.907448 -1.086333  0.122
O -1.910249 -0.915706 -3.900925  0.123
C -2.432418 0.015732 -3.370397  -0.481
C -3.852096 0.529936 -3.553151  -0.075
C -3.734833 1.979139 -3.112254  -0.137
C -2.588105 1.911999 -2.093928  -0.157
O -1.772720 0.802953 -2.480800  0.015
H -4.153840 0.327502 -4.578079  0.127
H -4.498523 -0.103240 -2.936899  0.121
H -3.456741 2.588452 -3.973123  0.120
H -4.638972 2.392313 -2.671335  0.118
H -2.010963 2.835661 -2.102294  0.115
H -2.982872 1.785596 -1.082629  0.109
O 3.037233 5.799038 -3.902329  0.125
C 2.553280 4.790784 -3.486708  -0.486
C 2.624586 3.401886 -4.087466  -0.067
C 2.342668 2.497229 -2.890459  -0.153
C 1.427595 3.399102 -2.072946  -0.155
O 1.879952 4.740167 -2.307643  0.025
H 1.895568 3.229453 -4.877686  0.129
H 3.622036 3.302122 -4.511789  0.126
H 1.830183 1.573210 -3.146140  0.100
H 3.243900 2.235188 -2.341881  0.108
H 0.386436 3.336989 -2.413411  0.112
H 1.408165 3.209046 -1.000760  0.123
O -0.669475 -1.769159 7.836281  0.125
C -1.302592 -1.698516 6.829963  -0.481
C -2.615767 -0.971073 6.603253  -0.060
C -3.018096 -1.357108 5.173918  -0.136
C -1.723352 -1.956487 4.582551  -0.155
O -0.897923 -2.310868 5.685248  0.030
H -3.338370 -1.345471 7.323130  0.123
H -2.441311 0.092968 6.747328  0.129
H -3.844428 -2.067627 5.188960  0.107
H -3.346682 -0.499377 4.587036  0.103
H -1.955124 -2.831733 3.981375  0.118
H -1.243417 -1.196393 3.976109  0.080
O -0.875733 -1.284484 1.471097  0.082
C -0.244325 -1.500016 0.469428  -0.473
C -0.269383 -2.762102 -0.389347  -0.052
C 0.294222 -2.240375 -1.694293  -0.139
C 1.215927 -1.113082 -1.254841  -0.116
O 0.594744 -0.590004 -0.049337  0.016
H 0.454079 -3.412840 0.111437  0.138
H -1.289318 -3.122717 -0.414475  0.082
H 0.798428 -2.976707 -2.327054  0.124
H -0.481598 -1.887221 -2.376039  0.090
H 2.202637 -1.492369 -0.994236  0.112
H 1.282614 -0.306882 -1.974409  0.107
Cl -4.186152 -1.105893 0.252397  0.536
C -4.480518 -2.693114 0.961966  -0.991
Cl -4.030686 -3.994185 -0.161415  0.520
H -3.825539 -2.800849 1.816864  0.011
H -5.528653 -2.780130 1.210414  0.027

Forces on atoms 1 to 2 (eV/Å):
O -0.184 -0.198 -0.072
C 0.035 0.338 -0.010

The net charge is 0. The calculation puts the electronic energy at -2798.74597 a.u. The value obtained for the HOMO energy is -0.36608 Eh. The structure (SMILES) is O=C1CCCO1.O=C1CCCO1.O=C1CCCO1.O=C1CCCO1.O=C1CCCO1.O=C1CCCO1.ClCCl. The energy above the lowest of the compared OMol25 structures with the same formula, charge and spin is 0.00 kcal/mol.